This record from the OMol25 dataset describes a single C5H10O molecule. The level of theory is wB97M-V/def2-TZVPD.

Cartesian coordinates (Å):
C  -0.952  -0.479  1.298
C  0.416  -0.189  0.685
C  0.850  -1.048  -0.532
C  0.330  0.038  -1.488
C  0.355  1.042  -0.328
O  -0.716  1.956  -0.313
H  -1.526  0.454  1.391
H  -1.607  -1.115  0.694
H  -0.914  -0.877  2.315
H  1.181  -0.096  1.475
H  1.940  -1.138  -0.583
H  0.410  -2.042  -0.649
H  0.918  0.254  -2.384
H  -0.710  -0.142  -1.784
H  1.295  1.608  -0.254
H  -1.270  1.774  0.458

Calculated values
- SMILES = C[C@H]1CC[C@H]1O
- molar mass (g mol⁻¹) = 86.1
- highest occupied orbital energy (eV) = -9.891
- electronic energy (eV) = -7393.6079
- energy relative to the best compared isomer or geometry (same formula, charge and spin) (kcal per mole) = 26.7
- Kohn-Sham gap (Ha) = 0.401
- total charge = 0

This record from the OMol25 dataset describes a single C5H10O molecule. The level of theory is wB97M-V/def2-TZVPD.

Cartesian coordinates (Å):
C  0.527  0.252  1.773
C  -0.589  -0.232  0.816
C  -0.912  -0.386  -1.022
C  -0.471  0.881  -1.751
C  0.572  -1.089  -0.358
O  -0.109  -1.487  -1.461
H  1.076  1.094  1.339
H  1.248  -0.528  2.041
H  0.075  0.614  2.704
H  -1.254  0.625  0.733
H  -1.149  -1.053  1.262
H  -0.919  0.829  -2.752
H  -0.878  1.772  -1.264
H  0.613  1.019  -1.883
H  0.762  -1.903  0.338
H  1.409  -0.408  -0.514

Calculated values
- molar mass (g mol⁻¹) = 86.1
- highest occupied orbital energy (eV) = -7.633
- electronic energy (eV) = -7389.1013
- energy relative to the best compared isomer or geometry (same formula, charge and spin) (kcal per mole) = 130.6
- Kohn-Sham gap (Ha) = 0.316
- total charge = 0

This record from the OMol25 dataset describes 2 unconnected molecules or ions with the total composition C5H10O. The level of theory is wB97M-V/def2-TZVPD.

Cartesian coordinates (Å):
C  -1.600  -0.491  0.338
C  -0.939  0.548  -0.543
C  0.153  1.407  0.023
C  0.461  0.407  -1.075
C  1.345  -0.764  -0.812
O  0.986  -1.852  -0.421
H  -1.906  -1.373  -0.231
H  -0.928  -0.828  1.132
H  -2.488  -0.056  0.811
H  -1.617  1.047  -1.233
H  0.203  2.461  -0.233
H  0.483  1.173  1.033
H  0.669  0.859  -2.044
H  2.423  -0.573  -1.005
H  1.424  -0.714  2.383
H  1.332  -1.252  1.877

Calculated values
- SMILES = C[C@H]1C[C@H]1C=O.[H][H]
- molar mass (g mol⁻¹) = 86.1
- highest occupied orbital energy (eV) = -9.755
- electronic energy (eV) = -7392.5759
- energy relative to the best compared isomer or geometry (same formula, charge and spin) (kcal per mole) = 50.5
- Kohn-Sham gap (Ha) = 0.395
- total charge = 0

This record from the OMol25 dataset describes a single C5H10O molecule. The level of theory is wB97M-V/def2-TZVPD.

Cartesian coordinates (Å):
C  2.046  0.861  -0.248
C  1.295  0.094  0.545
C  0.512  -1.103  0.051
C  -0.737  -0.699  -0.757
C  -1.601  0.359  -0.032
O  -1.461  0.278  1.388
H  2.494  1.788  0.102
H  2.150  0.669  -1.321
H  1.074  0.386  1.577
H  0.163  -1.689  0.906
H  1.147  -1.753  -0.568
H  -1.328  -1.595  -0.989
H  -0.443  -0.294  -1.738
H  -1.295  1.345  -0.406
H  -2.660  0.195  -0.288
H  -1.356  1.158  1.778

Calculated values
- SMILES = C=CCCCO
- molar mass (g mol⁻¹) = 86.1
- highest occupied orbital energy (eV) = -9.487
- electronic energy (eV) = -7393.5115
- energy relative to the best compared isomer or geometry (same formula, charge and spin) (kcal per mole) = 28.9
- Kohn-Sham gap (Ha) = 0.383
- total charge = 0

This record from the OMol25 dataset describes a molecular structure, C5H10O in a non-equilibrium geometry. The level of theory is wB97M-V/def2-TZVPD.

Cartesian coordinates (Å):
C  -1.259  0.443  -0.688
C  -0.546  -0.104  0.551
C  -0.458  -1.688  0.355
O  0.855  -1.477  -0.220
C  0.952  -0.220  0.501
C  1.435  1.150  0.109
H  -1.134  1.526  -0.731
H  -2.332  0.223  -0.591
H  -0.925  0.008  -1.639
H  -0.650  0.770  1.363
H  -1.119  -2.174  -0.389
H  -0.426  -2.314  1.257
H  1.349  -0.435  1.510
H  1.306  1.355  -0.967
H  2.451  1.420  0.425
H  0.612  1.677  0.819

Calculated values
- molar mass (g mol⁻¹) = 86.1
- highest occupied orbital energy (eV) = -9.730
- electronic energy (eV) = -7391.6710
- energy relative to the best compared isomer or geometry (same formula, charge and spin) (kcal per mole) = 71.4
- Kohn-Sham gap (Ha) = 0.397
- total charge = 0

This record from the OMol25 dataset describes a single C5H10O molecule. The level of theory is wB97M-V/def2-TZVPD.

Cartesian coordinates (Å):
C  -0.693  -1.598  -0.752
C  0.138  -0.337  -0.562
C  -0.666  0.945  -0.279
C  0.141  1.620  0.836
O  0.610  0.533  1.607
C  1.083  -0.400  0.658
H  -1.464  -1.463  -1.519
H  -0.058  -2.438  -1.055
H  -1.190  -1.879  0.186
H  0.781  -0.189  -1.437
H  -0.815  1.554  -1.176
H  -1.650  0.684  0.126
H  -0.438  2.288  1.480
H  1.009  2.181  0.439
H  2.085  -0.115  0.312
H  1.129  -1.384  1.136

Calculated values
- SMILES = C[C@H]1CCOC1
- molar mass (g mol⁻¹) = 86.1
- highest occupied orbital energy (eV) = -9.725
- electronic energy (eV) = -7394.2806
- energy relative to the best compared isomer or geometry (same formula, charge and spin) (kcal per mole) = 11.2
- Kohn-Sham gap (Ha) = 0.399
- total charge = 0